Computed, not measured: a cluster of 2 separate species, C17H23BrF6N3O4PS in total at a distorted geometry, with wB97M-V/def2-TZVPD.

```
56
Properties=species:S:1:pos:R:3:forces:R:3:mulliken_charge:R:1
C 1.468861 -2.475536 1.350487 -0.221 -0.434 0.824 -0.786
C 2.809467 -2.561698 0.410690 -0.368 0.564 -0.201 -0.599
C 2.792220 -1.529699 -0.888641 0.594 -0.833 -0.358 0.161
C 3.255602 0.002916 -0.527295 0.230 -0.106 0.586 -0.318
C 2.539436 1.164581 -1.469025 0.118 -1.187 0.070 -0.461
N 1.319076 1.643465 -0.654779 -3.659 1.269 1.553 0.206
C 0.068060 0.756861 -0.787737 -0.913 2.748 2.336 0.182
C -1.330759 1.056369 0.025253 3.429 2.237 0.444 -0.327
Br -2.851237 -0.233578 -0.309624 2.242 1.929 0.426 0.022
C -1.406717 2.357935 1.037413 2.971 -1.842 -2.335 0.584
C -2.769548 2.667536 1.900021 -1.789 6.385 2.230 0.340
O -2.993168 3.957040 2.251880 1.811 -8.490 -2.527 -0.496
O -3.799799 1.691109 2.289404 3.232 1.265 -0.411 -0.177
C -3.374871 0.848127 3.418179 1.524 -0.758 1.274 -0.299
C -3.750577 -0.741889 3.279242 1.957 -0.259 -0.008 -0.541
S -5.535573 -1.097640 2.829378 0.344 -1.095 -1.861 -0.064
C -5.692558 -1.824145 1.109242 -1.696 -0.575 -7.617 0.217
N -6.553165 -1.325463 -0.033048 1.559 -0.019 2.916 -0.147
N -6.513295 -1.975254 -1.260629 5.480 -4.326 5.590 -0.231
C -5.498045 -3.083634 -0.972137 -2.787 4.313 1.439 0.021
O -5.033278 -2.964173 0.445547 -1.369 0.715 -2.144 -0.240
C -0.022322 3.294793 1.094427 -0.123 -2.800 -1.841 -0.917
C 1.351543 2.909687 0.221762 -3.754 -1.407 0.765 0.716
C 2.663774 3.886159 0.331837 -0.673 0.338 -0.020 -0.754
C 4.033470 3.156284 0.859693 0.164 0.457 -0.048 -0.234
O 5.083665 3.068577 -0.200276 -2.277 1.006 -0.247 -0.504
H 1.466610 -3.406433 2.097412 0.048 2.022 -1.628 0.318
H 0.450560 -2.525763 0.772419 2.072 0.071 0.776 0.175
H 1.419094 -1.521071 2.047982 0.292 -1.758 -1.526 0.198
H 3.723549 -2.268286 1.080080 -1.550 -0.885 -1.246 0.264
H 2.893122 -3.669108 -0.000889 -0.015 2.435 0.915 0.346
H 1.731494 -1.626326 -1.373193 2.012 0.426 0.755 -0.313
H 3.569818 -1.938250 -1.694353 -1.852 0.837 1.688 0.353
H 4.438293 0.138827 -0.590077 -2.638 -0.386 0.049 0.326
H 2.951640 0.185062 0.605183 0.594 -0.128 -2.332 0.100
H 3.259333 2.038537 -1.769822 -1.644 -1.603 0.923 0.122
H 2.092483 0.678880 -2.438215 0.953 0.938 1.833 0.416
H 0.110901 -0.174203 -1.504790 0.084 1.899 1.281 0.198
H -3.777119 1.250658 4.464464 0.573 -0.573 -2.537 0.295
H -2.186471 0.910962 3.475706 -2.428 -0.322 0.047 0.295
H -2.972932 -1.290997 2.560217 -1.970 1.261 1.417 0.210
H -3.573773 -1.230809 4.353050 -0.545 1.147 -2.318 0.366
H -5.162400 -3.854064 -1.804655 -0.299 1.527 2.585 0.341
H -0.013220 4.267401 1.785918 -0.028 -2.468 -1.767 0.259
H 2.428521 4.767802 1.098722 0.090 -2.123 -1.705 0.290
H 2.789696 4.432020 -0.721094 -0.109 -1.335 2.174 0.359
H 3.779590 2.089559 1.268320 0.654 2.003 -0.940 0.132
H 4.487417 3.798068 1.737199 -1.012 -1.275 -1.745 0.307
H 4.805689 3.645957 -0.991194 0.616 -1.221 1.990 0.342
F -0.132765 -1.869051 -2.909250 0.910 0.331 6.650 -0.198
P 0.146737 -2.478863 -4.315925 -0.173 -0.963 -1.821 0.792
F 1.631227 -2.035599 -4.149544 4.388 1.690 3.914 -0.317
F -1.034918 -1.483589 -4.513528 -3.249 2.958 -3.358 -0.333
F 0.522186 -3.811560 -3.601300 3.611 -2.479 3.697 -0.339
F 0.636274 -2.092757 -5.744252 -1.021 -0.063 -5.375 -0.333
F -0.740896 -3.575736 -4.975854 -4.386 -1.055 -3.231 -0.326
```
Positions in Å, forces in eV/Å.

The charge is 0. The calculation puts the strongest force on any atom at 9.0 eV/Å. The total energy comes out at -137115.893 eV. The calculation puts the HOMO-LUMO gap at 5.864 eV. The LUMO energy comes out at -3.4 eV.